22
Properties=species:S:1:pos:R:3:forces:R:3:mulliken_spin:R:1 method="wB97M-V/def2-TZVPD" de_lowest_kcal_mol=5.69 s_squared=0.750 spin_multiplicity=2 total_charge=-1
C -2.12129 0.38527 1.57223 0.674 -0.482 0.418 2.326
C -2.00783 -0.73922 0.55977 -0.580 -0.859 -0.820 0.012
C -1.49207 -0.34499 -0.83461 -0.410 0.986 0.331 0.250
C -0.12895 0.36233 -0.84101 -0.079 -1.286 1.340 0.400
C 1.03853 -0.62985 -0.84237 0.095 0.344 -1.059 0.169
C 2.39245 -0.00235 -0.49240 -0.573 0.061 0.564 0.234
N 2.43516 0.86795 0.68198 0.749 0.136 -0.006 0.546
H -2.84018 1.13798 1.25581 0.050 0.151 -0.105 -0.189
H -1.16197 0.84161 1.81263 0.049 0.291 -0.201 -0.336
H -2.42603 -0.01556 2.53638 -0.374 -0.056 0.168 -0.923
H -3.03612 -1.11730 0.43456 0.077 0.027 -0.168 -0.109
H -1.48253 -1.64243 0.88192 0.328 0.324 0.518 -0.126
H -2.25124 0.35634 -1.20721 0.157 -0.010 -0.201 -0.268
H -1.48061 -1.18393 -1.53597 -0.027 -0.172 0.121 0.056
H -0.09935 1.06312 -1.65524 0.419 0.379 -0.406 -0.631
H 0.00221 0.88050 0.10648 -0.458 0.601 -0.240 0.424
H 1.11376 -0.99753 -1.87832 0.172 -0.307 0.171 -0.084
H 0.86921 -1.50319 -0.21131 -0.312 0.121 0.153 0.076
H 3.09382 -0.82481 -0.32320 0.202 0.066 -0.409 0.039
H 2.68722 0.62216 -1.33465 0.362 -0.192 -0.118 -0.262
H 1.71748 0.79686 1.38707 -0.209 -0.186 -0.170 -0.211
H 2.58590 1.83404 0.42868 -0.311 0.063 0.119 -0.393